(1)
26
Properties=species:S:1:pos:R:3:nbo_charge:R:1 method="wB97M-V/def2-TZVPD" smiles="NCNCCCC=O.O.O" max_force_ev_per_a=4.4 lumo_energy_ev=0.291 orbital_gap_ev=9.13 e_homo_ev=-8.83 spin_multiplicity=1 e_tot_ev=-14564.938
N -2.0230 1.5494 0.3350 -0.85
C -0.5814 1.7754 0.7693 -0.06
N 0.3162 1.9994 -0.3963 -0.67
C 0.7425 0.7353 -1.0608 -0.23
C 1.8188 -0.0036 -0.1640 -0.41
C 1.5158 -1.4527 0.0085 -0.53
C 0.1566 -2.0464 0.3924 0.45
O -0.8834 -1.6140 -0.1229 -0.56
H -1.9003 1.1781 -0.6160 0.35
H -2.5695 2.4552 0.0986 0.37
H -0.1110 0.9601 1.4240 0.15
H -0.6295 2.6402 1.4789 0.20
H 1.0145 2.6862 -0.2188 0.37
H 1.0010 0.9573 -2.0347 0.21
H -0.1394 0.1179 -1.2354 0.20
H 1.9730 0.4548 0.7937 0.21
H 2.8864 0.0519 -0.6441 0.22
H 1.7907 -1.9185 -1.0106 0.25
H 2.3814 -1.9102 0.6008 0.22
H 0.1811 -2.9202 0.9725 0.13
O -0.7458 -1.2935 -3.0692 -0.92
H -1.0726 -2.0970 -2.7297 0.46
H -1.0889 -0.7352 -2.3866 0.46
O -1.5717 -0.5995 3.1558 -0.97
H -1.7762 -0.3374 2.2370 0.50
H -0.6852 -0.6328 3.4226 0.47



(2)
25
Properties=species:S:1:pos:R:3:nbo_charge:R:1 method="wB97M-V/def2-TZVPD" max_force_ev_per_a=5.3 lumo_energy_ev=-2.432 orbital_gap_ev=12.00 total_charge=+1 e_homo_ev=-14.43 spin_multiplicity=1 e_tot_ev=-19753.390
C -2.7425 -0.6532 1.3315 -0.63
C -1.9787 -1.1280 -1.0353 -0.66
C 3.9492 -0.3963 -0.6515 -1.00
C -2.2553 -0.0094 0.0963 -0.07
C -0.7568 1.9051 -0.5302 0.30
N -0.4320 3.0191 -0.1116 -0.57
N -1.0345 0.7393 0.4986 -0.57
O 1.4450 0.6906 0.0242 -1.16
P 2.8420 0.3974 0.5074 1.52
H -2.7926 0.0495 2.1385 0.22
H -3.7053 -1.0704 1.2831 0.25
H -2.1312 -1.5808 1.5125 0.22
H -2.9991 -1.6288 -1.2347 0.25
H -1.3357 -1.8963 -0.4778 0.22
H -1.6961 -0.8660 -2.1467 0.25
H 3.4710 -1.2036 -1.1868 0.27
H 4.9244 -0.5128 -0.2657 0.27
H 4.1071 0.4694 -1.3871 0.26
H -3.0688 0.5772 -0.2632 0.23
H -0.7691 1.5752 -1.5227 0.19
H 2.6888 -0.2694 1.7185 -0.06
H -0.1438 3.7448 -0.8234 0.40
H -1.2812 1.1539 1.3286 0.43
H -0.0874 0.2713 0.4344 0.50
H 3.7649 1.5707 0.7853 -0.05



(3)
24
Properties=species:S:1:pos:R:3:mulliken_spin:R:1 method="wB97M-V/def2-TZVPD" max_force_ev_per_a=3.2 s_squared=0.754 lumo_energy_ev="1.095 / 0.875" orbital_gap_ev="5.38 / 9.84" e_homo_ev="-4.28 / -8.97" spin_multiplicity=2 e_tot_ev=-9911.916
C 1.8426 -1.1164 -0.1903 0.06
C 0.1908 -0.3556 -1.9837 1.11
N 1.0888 -1.2333 -1.3910 -0.05
N 0.5469 0.9088 -2.2981 0.05
N -0.9425 -0.8764 -2.6574 -0.04
H 1.2011 -2.1645 -1.7660 -0.04
H 1.5349 1.1534 -2.2148 -0.04
H -0.0645 1.7388 -2.3269 0.00
H -1.0726 -1.8946 -2.5913 0.01
H -1.2159 -0.2182 -3.3680 0.00
H 2.9163 -0.9979 -0.3663 0.00
H 1.7187 -1.9904 0.5061 -0.01
H 1.5284 -0.2535 0.4238 -0.03
C -0.8669 1.0539 2.1895 0.00
C -1.2310 -0.4154 2.4719 0.00
C -0.3952 1.4566 0.8281 -0.01
H -0.1788 1.3618 2.9740 0.00
H -1.7711 1.5252 2.6256 0.00
H -0.9330 -1.1294 1.6841 0.00
H -0.7918 -0.7066 3.4318 0.00
H -0.4132 0.5951 0.1025 -0.01
H 0.6419 1.8460 0.9128 0.00
H -2.3241 -0.5848 2.5434 0.00
H -1.0095 2.2975 0.4601 0.00



(4)
24
Properties=species:S:1:pos:R:3:mulliken_spin:R:1 method="wB97M-V/def2-TZVPD" max_force_ev_per_a=1.5 s_squared=0.752 lumo_energy_ev="0.443 / 0.390" orbital_gap_ev="2.58 / 8.14" e_homo_ev="-2.14 / -7.75" spin_multiplicity=2 e_tot_ev=-9910.085
C -2.2721 -1.8233 1.2995 -0.06
C -1.9436 -0.6702 0.4110 0.45
C -2.3392 -0.5504 -0.8774 0.23
N -1.0669 0.3467 0.9453 0.48
H -3.1909 -2.3104 0.9840 0.01
H -1.4349 -2.5378 1.2672 0.05
H -2.4074 -1.4644 2.3265 0.00
H -2.0109 0.2910 -1.4808 0.03
H -2.9718 -1.2758 -1.3685 0.01
H 0.1649 -0.1711 1.0578 -0.01
H -1.3747 0.6802 1.8795 -0.29
H -1.0863 1.1275 0.2880 -0.07
C 2.0354 0.6809 0.2845 0.05
C 1.9125 0.5404 -1.2153 0.43
N 1.8311 1.8535 -1.8853 -0.05
N 1.3342 -0.4554 0.9446 0.15
H 3.0576 0.7108 0.6522 -0.02
H 1.5073 1.5863 0.5924 -0.04
H 2.7211 -0.0706 -1.6392 0.07
H 1.0115 -0.0178 -1.4995 -0.21
H 1.7003 1.6541 -2.8758 -0.02
H 2.7286 2.3051 -1.7885 0.00
H 1.1581 -1.2211 0.2817 -0.18
H 1.8133 -0.8763 1.7284 -0.02



(5)
24
Properties=species:S:1:pos:R:3:nbo_charge:R:1 method="wB97M-V/def2-TZVPD" max_force_ev_per_a=2.6 lumo_energy_ev=-2.748 orbital_gap_ev=10.50 total_charge=+1 e_homo_ev=-13.25 spin_multiplicity=1 e_tot_ev=-9907.859
C -3.4732 0.7096 -1.0288 -0.66
C -1.9812 0.6568 -0.9762 -0.15
C -1.2379 -0.1024 -1.8077 -0.09
N 0.2157 -0.0819 -1.6965 -0.78
H -3.9128 0.2996 -1.9657 0.23
H -3.8927 0.2597 -0.1062 0.24
H -3.7688 1.7762 -0.9774 0.24
H -1.4878 1.3286 -0.2578 0.21
H -1.6521 -0.7468 -2.5728 0.23
H 0.5111 -0.8754 -0.7975 0.44
H 0.6402 -0.3084 -2.5884 0.42
H 0.5552 0.8736 -1.3893 0.42
C 2.2076 0.2104 1.1641 -0.23
C 1.0696 -0.7897 1.4720 -0.24
N 0.7075 -1.6413 0.3058 -0.79
N 2.0866 1.3327 2.1255 -0.82
H 3.1202 -0.3868 1.2370 0.18
H 2.1178 0.6640 0.1567 0.17
H 1.3784 -1.3919 2.3586 0.21
H 0.1392 -0.2501 1.7064 0.21
H -0.1050 -2.2390 0.4983 0.41
H 1.5422 -2.2966 0.1806 0.40
H 2.3324 0.9804 3.0357 0.36
H 2.8879 2.0185 1.9238 0.37



(6)
25
Properties=species:S:1:pos:R:3:nbo_charge:R:1 method="wB97M-V/def2-TZVPD" max_force_ev_per_a=3.7 lumo_energy_ev=0.907 orbital_gap_ev=9.23 e_homo_ev=-8.32 spin_multiplicity=1 e_tot_ev=-11404.100
H -0.6861 0.3174 2.6207 0.33
N -0.1236 0.8534 1.9576 -0.75
C 0.6497 0.0557 1.3166 0.59
N 0.8112 -1.2596 1.6430 -0.83
N 1.3746 0.4645 0.1710 -0.49
C 1.0987 1.8305 -0.3150 -0.41
C 2.8339 0.2774 0.2876 -0.41
H 0.9503 -1.8479 0.8303 0.38
H 0.0429 -1.6298 2.1905 0.39
H 1.7141 2.0649 -1.1892 0.20
H 1.2552 2.5977 0.4478 0.20
H 0.0588 1.8647 -0.6526 0.21
H 3.0997 -0.7503 0.5463 0.21
H 3.2395 0.9351 1.0630 0.18
H 3.3398 0.5114 -0.6537 0.20
C -1.6600 -1.5960 -1.6765 -0.41
N -1.4402 -0.7104 -0.5470 -0.67
C -2.5254 0.2480 -0.4165 -0.42
H -2.6018 -2.1535 -1.5843 0.19
H -1.6905 -1.0317 -2.6165 0.16
H -0.8449 -2.3228 -1.7486 0.19
H -0.4121 -0.2526 -0.5717 0.39
H -2.4244 0.8335 0.5015 0.21
H -3.5059 -0.2381 -0.3364 0.19
H -2.5534 0.9383 -1.2677 0.16